(1)
{
  "formula": "C2H4NP",
  "method": "the ωB97M-V functional and the def2-TZVPD basis",
  "symbols": ["C", "C", "N", "P", "H", "H", "H", "H"],
  "positions_angstrom": [[-0.54845, 0.66735, -0.03065], [0.60054, -0.31570, -0.30000], [0.98309, -1.35848, 0.21090], [-2.15507, -0.22058, 0.19710], [-0.16963, 1.32172, 0.82506], [-0.55917, 1.39821, -0.82938], [1.36291, -0.01610, -1.11850], [0.48577, -1.47642, 1.04547]],
  "atomic_forces_ev_per_a": [[1.4, 0.1, 1.3], [1.5, 3.4, -3.8], [1.2, -1.7, 1.1], [0.2, 0.3, 0.1], [-0.9, -0.9, -0.5], [-0.3, -0.1, -0.5], [-1.7, 0.1, 0.5], [-1.4, -1.2, 1.8]],
  "mulliken_charge": [-0.6587, -0.0556, -0.5146, 0.0706, 0.3006, 0.3296, 0.2938, 0.2343],
  "total_charge": 0,
  "e_lumo_ev": [1.137, -1.082],
  "multiplicity": 3,
  "orbital_gap_ha": [0.3662, 0.3282],
  "energy_ha": -474.59324,
  "e_homo_ev": [-8.8280, -10.0119]
}

---

(2)
{
  "formula": "C26H58O19S7",
  "method": "the ωB97M-V functional and the def2-TZVPD basis",
  "symbols": ["C", "C", "O", "C", "O", "O", "H", "H", "H", "H", "C", "C", "O", "C", "O", "O", "H", "H", "H", "H", "C", "C", "O", "C", "O", "O", "H", "H", "H", "H", "C", "C", "O", "C", "O", "O", "H", "H", "H", "H", "C", "S", "O", "C", "H", "H", "H", "H", "H", "H", "C", "S", "O", "C", "H", "H", "H", "H", "H", "H", "C", "S", "O", "C", "H", "H", "H", "H", "H", "H", "C", "S", "O", "C", "H", "H", "H", "H", "H", "H", "C", "S", "O", "C", "H", "H", "H", "H", "H", "H", "C", "S", "O", "C", "H", "H", "H", "H", "H", "H", "C", "S", "O", "C", "H", "H", "H", "H", "H", "H"],
  "positions_angstrom": [[-24.48768, 5.51737, -3.75831], [-24.69630, 4.23503, -2.91012], [-23.97930, 4.54185, -1.73593], [-23.21848, 5.66137, -1.84539], [-22.44968, 6.02462, -1.04432], [-23.66600, 6.36897, -2.92946], [-25.43453, 6.05255, -3.84102], [-24.03363, 5.33350, -4.72529], [-24.21992, 3.42930, -3.47287], [-25.73543, 4.03293, -2.67919], [-21.24654, 5.67796, -4.96468], [-20.26570, 4.89776, -5.86495], [-18.99285, 5.01595, -5.18314], [-19.17488, 5.57288, -3.96750], [-18.28699, 5.90538, -3.25882], [-20.48603, 5.75444, -3.75752], [-22.09371, 5.03430, -4.75549], [-21.47514, 6.71115, -5.20418], [-20.26034, 5.35816, -6.85388], [-20.26478, 3.81030, -5.94112], [-28.20040, 4.95113, -6.18431], [-27.80132, 3.80141, -5.28207], [-27.83736, 4.30867, -3.94705], [-28.19039, 5.62270, -3.95993], [-28.56333, 6.26505, -3.06458], [-28.37009, 6.01100, -5.25136], [-29.15779, 4.80955, -6.68294], [-27.43932, 5.19909, -6.92275], [-26.78472, 3.44534, -5.44893], [-28.47739, 2.95245, -5.36366], [-20.51958, 8.67351, -10.50751], [-19.46135, 7.74782, -9.88853], [-18.28426, 8.00896, -10.63477], [-18.54625, 8.77687, -11.71309], [-17.79420, 8.99902, -12.58505], [-19.83338, 9.20313, -11.62781], [-20.96244, 9.38934, -9.81484], [-21.33878, 8.07294, -10.90712], [-19.73232, 6.69162, -9.92199], [-19.25369, 8.03619, -8.85738], [-27.31058, 11.97007, -10.19254], [-26.10714, 10.60942, -10.04842], [-25.24118, 10.82466, -11.24849], [-25.23428, 11.17486, -8.58645], [-28.17353, 11.75247, -10.81929], [-26.79633, 12.84283, -10.59048], [-27.71154, 12.17262, -9.19727], [-24.75174, 10.25799, -8.23220], [-25.81287, 11.47195, -7.70949], [-24.47469, 11.93650, -8.75609], [-29.41898, 9.19207, -4.22643], [-28.41810, 10.38476, -5.10560], [-28.58371, 11.68296, -4.38824], [-26.84699, 9.68092, -4.55446], [-29.20115, 8.17953, -4.55357], [-30.47927, 9.40977, -4.35928], [-29.21121, 9.36460, -3.16964], [-26.78721, 9.54028, -3.47877], [-26.06183, 10.36363, -4.88737], [-26.64691, 8.79309, -5.15939], [-23.64159, 8.51872, -8.87110], [-24.53775, 7.19831, -7.99721], [-23.63753, 6.76832, -6.87353], [-25.67259, 8.31132, -7.09846], [-23.28198, 9.33403, -8.23918], [-24.23932, 8.97301, -9.66114], [-22.78561, 7.96828, -9.24790], [-26.14727, 7.69467, -6.33727], [-26.49709, 8.64064, -7.73758], [-25.06262, 9.14457, -6.76820], [-30.61321, 7.67505, -7.66102], [-29.71380, 8.69975, -8.87477], [-28.51179, 9.08903, -8.07213], [-29.35183, 7.40885, -10.12819], [-31.09132, 8.32198, -6.93136], [-29.83424, 7.05110, -7.22625], [-31.39526, 7.10011, -8.15836], [-30.21902, 6.76054, -10.16799], [-28.40007, 6.95320, -9.85732], [-29.16929, 8.00903, -11.01697], [-21.61755, 12.82231, -9.52495], [-21.03055, 12.23104, -7.89543], [-21.40794, 10.79860, -7.70909], [-19.25247, 12.23343, -8.27162], [-21.72747, 13.89820, -9.42206], [-22.58455, 12.32613, -9.58889], [-21.03638, 12.49335, -10.38415], [-18.81252, 13.22690, -8.18604], [-18.98518, 11.85499, -9.26129], [-18.75057, 11.55138, -7.58475], [-21.40335, 4.08464, -11.84818], [-21.85230, 5.29073, -10.56677], [-22.79726, 6.26610, -11.18771], [-22.96717, 4.03512, -9.81041], [-22.29227, 3.68084, -12.32505], [-20.93980, 3.27434, -11.27718], [-20.61377, 4.40013, -12.52640], [-22.45804, 3.07831, -9.85903], [-23.91462, 4.00054, -10.34427], [-23.17147, 4.33814, -8.78298], [-23.67138, 8.34297, -12.80221], [-23.07255, 8.71550, -14.47976], [-21.59371, 8.61130, -14.37793], [-23.74859, 7.17897, -15.21157], [-23.62169, 7.26653, -12.61722], [-24.69932, 8.63215, -12.58293], [-23.00162, 8.87046, -12.13641], [-24.75901, 7.15316, -14.81866], [-23.12523, 6.37206, -14.81578], [-23.48527, 7.18241, -16.26603]],
  "atomic_forces_ev_per_a": [[-0.9, 0.6, 1.1], [0.8, 1.0, -0.9], [0.5, -1.0, 0.6], [-2.1, 0.1, -0.8], [1.0, 0.4, 0.6], [0.6, -0.7, -0.6], [0.0, 0.0, -0.5], [0.0, 0.2, -0.1], [-0.1, -0.4, 0.5], [0.0, -0.1, 0.1], [1.1, -1.5, 0.8], [0.9, 0.3, -0.1], [0.0, 0.7, -0.7], [0.0, 0.4, -0.9], [0.1, -0.2, 0.6], [-0.3, 0.2, 1.2], [-0.4, 0.5, -0.1], [-0.3, -0.3, -0.7], [0.5, -0.1, 0.0], [-1.5, 0.0, -0.2], [0.0, 0.3, 0.3], [0.6, -0.9, 0.2], [0.1, 0.5, 0.2], [-1.5, -1.9, -2.2], [0.5, 1.1, 2.0], [0.5, 0.9, -0.4], [0.0, -0.2, 0.0], [0.0, 0.1, 0.1], [0.0, 0.0, -0.2], [0.0, 0.0, 0.2], [-0.2, -1.4, -0.4], [0.0, 0.6, 0.9], [0.5, -0.5, 0.0], [-1.6, -0.5, 1.1], [0.7, 0.5, -0.7], [0.2, 1.1, -0.5], [0.6, 0.5, -0.2], [0.0, 0.1, 0.0], [0.2, 0.2, -0.1], [0.0, -0.2, 0.1], [-0.3, 0.0, 0.8], [-1.1, 1.1, -0.8], [0.4, -0.3, 0.4], [0.6, -0.4, 1.1], [0.3, -0.4, -0.2], [0.2, -0.1, 0.1], [0.1, 0.1, 0.0], [0.0, 1.0, -0.3], [-0.7, 0.2, -0.5], [-0.2, 0.0, -0.4], [-0.4, 0.2, 0.3], [0.3, 0.3, 0.2], [0.0, -0.2, -0.1], [0.3, 0.2, -0.8], [0.1, 0.0, 0.1], [0.1, 0.1, -0.3], [0.1, -0.3, 0.0], [-0.2, -0.1, 0.0], [-0.1, 0.3, 0.2], [-0.5, 0.0, 0.9], [0.3, -0.6, 0.1], [-0.1, 1.5, 0.9], [0.3, -0.6, -0.4], [-0.3, -0.9, -1.3], [0.1, -0.6, 0.4], [0.2, -0.6, -0.3], [0.0, 0.2, -0.4], [0.5, 0.0, 0.1], [0.2, 0.1, -0.1], [-0.1, -0.3, 0.6], [0.0, 0.0, -0.9], [-0.8, 0.1, 0.9], [0.2, -0.2, -0.8], [0.7, 1.2, 0.8], [0.3, 0.1, 0.1], [-0.2, -0.1, 0.2], [0.1, -0.1, 0.0], [0.1, -0.2, -0.3], [-0.2, -0.4, 0.1], [-0.3, -0.4, -0.3], [-0.2, -0.7, 0.6], [0.8, 0.1, -0.3], [-0.2, 0.0, -0.4], [0.5, -0.2, -0.2], [0.0, 0.1, -0.3], [-0.2, 0.3, -0.2], [0.3, 0.1, 0.2], [-0.2, 0.1, 0.2], [-0.5, 0.0, -0.1], [-0.3, 0.2, 0.4], [1.0, -0.4, 0.5], [-1.5, -1.4, -0.7], [0.5, 0.0, 0.5], [0.4, 0.5, 0.6], [-0.1, 0.3, -0.2], [0.0, 0.0, 0.0], [-0.4, 0.5, -0.2], [-0.1, -0.1, 0.3], [0.2, 0.2, -0.3], [0.1, -0.1, 0.0], [-0.4, -0.5, -0.2], [-0.4, 0.0, 0.5], [0.0, -0.3, -0.2], [1.7, 0.3, 0.7], [0.3, 0.4, -0.2], [0.0, 0.5, -0.4], [0.1, 0.1, 0.1], [-0.3, -0.3, -0.8], [-0.3, 0.0, 0.4], [-1.0, 0.2, -0.2]],
  "mulliken_charge": [0.3710, -0.1602, -0.3793, 0.6216, -0.4968, -0.3487, -0.1472, -0.0452, 0.2361, 0.3046, 0.3494, -0.1135, -0.3880, 0.5718, -0.5381, -0.3286, -0.3202, 0.3965, 0.0211, 0.3115, -0.2120, -0.4257, -0.3950, 0.5471, -0.4917, -0.0376, 0.4043, 0.0995, 0.2507, 0.2773, 1.9095, -0.0954, -0.4163, 0.5128, -0.5237, -0.4100, -0.1981, -1.0934, 0.1200, 0.2386, -1.0999, 0.7864, -0.6699, -0.2829, 0.3471, 0.3699, 0.3471, -0.7931, 0.4062, 0.3906, -0.5386, 0.6244, -0.7119, -0.2346, -0.1931, 0.4070, 0.3699, 0.5123, 0.3858, -0.5462, 0.7529, 0.2531, -0.6189, 0.0480, 0.4742, -0.3683, -0.5845, -0.6645, 0.3635, 0.4676, -0.5960, 0.3832, -0.3576, -0.8552, 0.2839, -0.1654, 0.4638, 0.3921, 0.1684, 0.3545, -0.3960, 0.3589, -0.4974, -0.9177, 0.4006, -0.1771, 0.3227, 0.3757, 0.2142, 0.3602, -1.3791, 0.8278, -0.7729, -1.1740, 0.3493, 0.5162, 0.3769, 0.5690, 0.3665, 0.1098, -0.2949, 0.3689, -0.5591, -0.8769, 0.2936, 0.4836, -0.1999, 0.3341, 0.1816, 0.3851],
  "total_charge": 0,
  "e_lumo_ev": -0.545,
  "orbital_gap_ha": 0.2896,
  "energy_ha": -5242.06121,
  "e_homo_ev": -8.4243
}

---

(3)
{
  "formula": "C25H48Cl10N4O2PS",
  "method": "the ωB97M-V functional and the def2-TZVPD basis",
  "symbols": ["C", "C", "C", "O", "O", "C", "C", "C", "C", "C", "C", "C", "N", "C", "N", "C", "P", "S", "N", "C", "C", "C", "N", "H", "H", "H", "H", "H", "H", "H", "H", "H", "H", "H", "H", "H", "H", "H", "H", "H", "H", "H", "H", "H", "H", "H", "H", "H", "H", "H", "H", "Cl", "C", "C", "Cl", "H", "H", "H", "H", "Cl", "C", "C", "Cl", "H", "H", "H", "H", "Cl", "C", "C", "Cl", "H", "H", "H", "H", "Cl", "C", "C", "Cl", "H", "H", "H", "H", "Cl", "C", "C", "Cl", "H", "H", "H", "H"],
  "positions_angstrom": [[-4.40085, -3.16104, 2.28553], [-4.34553, -3.21295, 0.94530], [-3.34090, -2.48130, 0.13742], [-3.48150, -2.26062, -1.04441], [-2.20871, -2.14362, 0.81714], [-1.83474, -0.77166, 0.63826], [-2.74944, 0.16552, 1.41063], [-2.18146, 1.59501, 1.45898], [-2.93137, 2.39698, 2.51889], [-2.78921, 3.93670, 2.47606], [-2.53478, 4.58787, 1.11058], [-3.76971, 4.75806, 0.22915], [-4.67713, 3.55435, 0.35449], [-5.32788, 3.43386, -0.86948], [-6.34920, 2.63592, -1.03070], [-6.94459, 2.49516, -2.37379], [-7.01982, 1.72731, 0.34550], [-8.84204, 1.23143, 0.08258], [-4.78043, 4.21560, -1.85310], [-3.51940, 4.78078, -1.31032], [-3.31691, 6.11679, -2.01713], [-2.15020, 6.94393, -1.50898], [-2.06116, 7.48182, -0.36401], [-4.77685, -3.99444, 2.86647], [-4.11199, -2.27778, 2.84021], [-5.03753, -3.81030, 0.36559], [-0.80333, -0.65676, 0.96683], [-1.84830, -0.53069, -0.42531], [-2.94127, -0.21777, 2.40996], [-3.67919, 0.22935, 0.83102], [-1.11740, 1.52201, 1.68508], [-2.28560, 1.99776, 0.44724], [-2.55380, 2.06774, 3.48595], [-3.99074, 2.13980, 2.49227], [-2.01069, 4.26622, 3.15981], [-3.71821, 4.34740, 2.87722], [-2.18050, 5.59686, 1.31728], [-1.73059, 4.11482, 0.54812], [-4.36434, 5.64220, 0.46767], [-4.03492, 2.75166, 0.34786], [-7.55882, 1.60380, -2.39779], [-7.49757, 3.38721, -2.64838], [-6.12650, 2.36805, -3.08090], [-6.76018, 2.59083, 1.40865], [-6.10542, 0.67009, 0.45666], [-5.47382, 4.92472, -2.08907], [-2.66615, 4.11384, -1.44512], [-4.22314, 6.72672, -2.01238], [-3.11458, 5.88980, -3.06514], [-1.32475, 7.10839, -2.19840], [-2.90523, 7.30019, 0.18253], [1.55562, -1.19140, 0.66943], [1.70557, -2.97438, 0.71914], [1.00407, -3.55511, 1.91791], [1.82410, -3.13286, 3.44406], [2.76232, -3.23629, 0.71619], [1.25308, -3.35197, -0.19524], [1.00209, -4.64088, 1.84271], [-0.02446, -3.20861, 1.98296], [6.72028, -1.22468, -2.03774], [7.01542, -1.54703, -0.31215], [6.30421, -0.57836, 0.58962], [6.98031, 1.07102, 0.47468], [8.08978, -1.52106, -0.14863], [6.65679, -2.55673, -0.11551], [6.41265, -0.89436, 1.62568], [5.24595, -0.51892, 0.35426], [4.37266, -4.40224, -1.06662], [4.82861, -5.73068, -2.18618], [5.95910, -5.37796, -3.11772], [5.50389, -4.12768, -4.29885], [3.92930, -5.98670, -2.72549], [5.11695, -6.57881, -1.56981], [6.23028, -6.27093, -3.67373], [6.83732, -5.01575, -2.58912], [3.54605, -9.12594, -1.04448], [3.52366, -10.13679, -2.51424], [4.55110, -9.69689, -3.52309], [4.15577, -8.10642, -4.23402], [2.52007, -10.09849, -2.92843], [3.73449, -11.15764, -2.20192], [4.58756, -10.41132, -4.34302], [5.54095, -9.62663, -3.07994], [5.12136, 4.53828, 3.28449], [6.61411, 4.14253, 2.38801], [7.80267, 4.91316, 2.89703], [7.67883, 6.65401, 2.53581], [6.43207, 4.34141, 1.33551], [6.78168, 3.07570, 2.51385], [8.70500, 4.54764, 2.41025], [7.91716, 4.80216, 3.97184]],
  "atomic_forces_ev_per_a": [[-0.1, -0.1, -0.5], [0.3, 0.0, 0.5], [-0.6, 0.4, -0.7], [0.1, 0.1, 0.5], [-0.5, 0.3, 0.4], [0.4, 0.3, -0.2], [0.2, 0.2, -0.8], [-0.3, -0.8, 0.3], [0.4, 0.5, 0.0], [-0.3, -0.2, -0.1], [-0.2, 0.8, 0.2], [-0.2, -0.3, -0.8], [0.8, -0.5, -1.1], [0.4, 0.3, 0.3], [0.2, 0.2, 0.1], [0.6, -0.2, -0.2], [-1.1, -0.3, -0.1], [0.2, 0.0, 0.0], [-0.7, -0.4, 0.8], [-0.4, 0.9, 0.9], [0.8, 0.0, -0.3], [0.0, 0.2, 0.5], [-0.1, -0.2, -0.4], [-0.9, 0.3, -0.1], [1.0, -0.3, 0.1], [0.5, -0.7, 0.0], [-0.2, -0.3, 0.1], [0.0, 0.0, -0.1], [0.0, 0.0, 0.1], [-0.3, -0.2, 0.4], [0.1, 0.3, -0.1], [0.2, 0.2, 0.0], [-0.2, -0.1, 0.1], [-0.1, -0.1, 0.0], [0.2, -0.1, -0.1], [0.0, 0.1, 0.1], [0.2, 0.0, -0.1], [0.0, -0.2, 0.0], [-0.1, -0.1, 0.4], [-0.3, -0.2, 0.9], [-0.3, 0.1, 0.1], [-0.3, 0.0, 0.1], [0.0, 0.0, 0.0], [0.3, 0.1, -0.1], [0.3, 0.2, 0.0], [0.3, 0.0, -0.9], [-0.2, -0.2, -0.7], [-0.1, 0.0, 0.3], [-0.1, 0.0, -0.1], [0.1, -0.1, 0.0], [0.0, 0.1, 0.1], [0.4, 0.0, 0.0], [0.0, -0.1, 0.0], [-0.1, -0.1, 0.0], [0.0, 0.0, 0.0], [-0.1, 0.2, 0.0], [0.0, 0.0, 0.0], [0.1, 0.0, 0.0], [0.0, 0.0, 0.0], [0.0, 0.0, 0.0], [0.1, -0.2, 0.0], [-0.1, 0.0, 0.1], [0.0, 0.0, 0.0], [0.0, 0.0, 0.0], [-0.1, 0.0, 0.0], [0.1, 0.0, 0.0], [0.0, 0.1, -0.1], [0.2, 0.0, -0.1], [0.1, 0.1, 0.2], [0.0, 0.1, 0.1], [-0.1, 0.0, -0.1], [-0.1, 0.0, -0.1], [0.0, 0.0, 0.0], [0.0, 0.0, -0.1], [-0.1, 0.0, 0.1], [0.0, 0.0, 0.0], [0.0, -0.1, 0.0], [0.1, -0.1, 0.0], [0.0, -0.2, -0.2], [0.0, 0.1, 0.0], [0.0, 0.0, 0.0], [0.0, 0.0, 0.0], [0.0, 0.1, 0.0], [0.0, 0.0, 0.0], [0.0, -0.1, 0.0], [0.1, 0.0, 0.0], [0.0, 0.0, 0.0], [0.0, 0.1, 0.0], [0.0, 0.0, 0.0], [0.0, 0.0, 0.0], [0.0, 0.0, 0.0]],
  "mulliken_charge": [-0.6286, -0.2782, 0.6397, -0.5967, -0.2434, -0.1860, -0.0627, -0.5402, -0.6701, -1.3451, -0.7658, -0.4006, -0.1599, 0.2583, 0.0620, -0.9328, 0.2821, -0.2939, -0.3529, -0.0826, -1.0041, -0.2004, -0.6255, 0.2727, 0.2014, 0.4276, -0.2080, 0.4151, 0.2463, -0.0690, 0.5994, 0.2229, 0.5312, 0.4338, 0.5139, 0.2679, 0.7040, 0.3766, 0.6175, -0.1844, 0.4192, 0.2965, 0.3976, 0.1185, 0.0437, 0.3972, 0.4467, 0.4708, 0.4345, 0.4143, 0.3131, -0.2540, -0.2504, -0.1015, -0.2012, 0.1669, 0.3759, 0.3594, -0.0883, -0.1638, -0.3949, -0.3587, -0.2093, 0.3702, 0.2140, 0.3197, 0.2120, -0.1145, -0.4822, -0.3343, -0.1886, 0.2667, 0.1777, 0.3067, 0.3449, -0.1735, -0.4262, -0.4935, -0.1740, 0.3098, 0.3135, 0.3676, 0.3028, -0.2046, -0.2502, -0.4287, -0.1846, 0.3276, 0.1288, 0.2929, 0.3258],
  "total_charge": 1,
  "e_lumo_ev": -3.316,
  "orbital_gap_ha": 0.3086,
  "energy_ha": -6692.08298,
  "e_homo_ev": -11.7131
}